Below is a cluster of 13 separate species, C52H85N13 in total at a distorted geometry, with properties calculated with ωB97M-V/def2-TZVPD.

Last columns: bonded neighbours and bond lengths (Å).
Positions of all 150 atoms, in Å:
1 C -6.08 6.20 0.33  C2 1.536, H6 1.090, H7 1.090, H8 1.090
2 C -4.61 6.14 0.79  C1 1.536, C3 1.529, H9 1.090, H10 1.090
3 C -3.69 7.02 -0.05  C2 1.529, C4 1.462, H11 1.090, H12 1.090
4 C -4.04 8.44 -0.17  C3 1.462, N5 1.162
5 N -4.28 9.57 -0.16  C4 1.162
6 H -6.74 5.66 1.01  C1 1.090
7 H -6.23 5.80 -0.67  C1 1.090
8 H -6.48 7.21 0.24  C1 1.090
9 H -4.39 5.07 0.81  C2 1.090
10 H -4.59 6.53 1.81  C2 1.090
11 H -3.84 6.57 -1.03  C3 1.090
12 H -2.65 7.00 0.29  C3 1.090
13 C -1.79 -5.91 6.13  C14 1.523, H18 1.090, H19 1.090, H20 1.090
14 C -2.37 -7.27 6.52  C13 1.523, C15 1.566, H21 1.090, H22 1.090
15 C -1.81 -8.01 7.77  C14 1.566, C16 1.414, H23 1.090, H24 1.090
16 C -0.40 -8.16 7.80  C15 1.414, N17 1.203
17 N 0.79 -8.34 7.81  C16 1.203
18 H -0.75 -6.06 5.85  C13 1.090
19 H -1.78 -5.34 7.06  C13 1.090
20 H -2.42 -5.47 5.36  C13 1.090
21 H -2.46 -7.89 5.63  C14 1.090
22 H -3.44 -7.09 6.66  C14 1.090
23 H -2.27 -9.00 7.78  C15 1.090
24 H -2.19 -7.53 8.67  C15 1.090
25 C 2.42 6.95 -5.09  C26 1.529, H30 1.090, H31 1.090, H32 1.090
26 C 2.54 6.51 -6.55  C25 1.529, C27 1.561, H33 1.090, H34 1.090
27 C 1.83 7.62 -7.39  C26 1.561, C28 1.445, H35 1.090, H36 1.090
28 C 2.30 8.95 -7.09  C27 1.445, N29 1.197
29 N 2.68 10.05 -6.81  C28 1.197
30 H 2.71 6.09 -4.47  C25 1.090
31 H 1.40 7.24 -4.81  C25 1.090
32 H 3.10 7.78 -4.92  C25 1.090
33 H 1.94 5.62 -6.78  C26 1.090
34 H 3.55 6.30 -6.88  C26 1.090
35 H 0.75 7.59 -7.20  C27 1.090
36 H 1.93 7.39 -8.45  C27 1.090
37 C 9.51 3.94 -5.88  C38 1.488, H42 1.090, H43 1.090, H44 1.090
38 C 8.93 4.02 -4.51  C37 1.488, C39 1.535, H45 1.090, H46 1.090
39 C 8.33 2.77 -3.86  C38 1.535, C40 1.485, H47 1.090, H48 1.090
40 C 7.33 2.00 -4.64  C39 1.485, N41 1.122
41 N 6.65 1.33 -5.23  C40 1.122
42 H 9.93 4.90 -6.20  C37 1.090
43 H 8.69 3.86 -6.59  C37 1.090
44 H 10.29 3.20 -6.03  C37 1.090
45 H 8.13 4.76 -4.63  C38 1.090
46 H 9.73 4.41 -3.88  C38 1.090
47 H 7.91 2.94 -2.86  C39 1.090
48 H 9.12 2.03 -3.86  C39 1.090
49 C -3.33 2.66 -4.79  C50 1.557, H54 1.090, H55 1.090, H56 1.090
50 C -3.98 3.53 -5.90  C49 1.557, C51 1.556, H57 1.090, H58 1.090
51 C -5.39 2.99 -6.27  C50 1.556, C52 1.510, H59 1.090, H60 1.090
52 C -5.49 1.58 -6.81  C51 1.510, N53 1.146
53 N -5.57 0.48 -7.14  C52 1.146
54 H -3.94 2.49 -3.90  C49 1.090
55 H -2.34 2.98 -4.49  C49 1.090
56 H -3.16 1.64 -5.13  C49 1.090
57 H -3.35 3.40 -6.78  C50 1.090
58 H -4.00 4.56 -5.55  C50 1.090
59 H -5.94 3.60 -6.99  C51 1.090
60 H -6.12 3.08 -5.47  C51 1.090
61 C 6.11 -2.23 3.29  C62 1.521, H66 1.090, H67 1.090, H68 1.090
62 C 6.77 -1.78 2.00  C61 1.521, C63 1.527, H69 1.090, H70 1.090
63 C 8.15 -2.35 1.69  C62 1.527, C64 1.472, H71 1.090, H72 1.090
64 C 9.16 -2.23 2.75  C63 1.472, N65 1.188
65 N 10.04 -2.09 3.54  C64 1.188
66 H 5.82 -3.28 3.21  C61 1.090
67 H 5.20 -1.64 3.40  C61 1.090
68 H 6.66 -2.12 4.23  C61 1.090
69 H 6.88 -0.70 2.01  C62 1.090
70 H 6.04 -1.90 1.19  C62 1.090
71 H 8.53 -1.70 0.90  C63 1.090
72 H 8.09 -3.35 1.28  C63 1.090
73 C -2.52 8.29 8.87  C74 1.496, H78 1.090, H79 1.090, H80 1.090
74 C -1.41 7.29 8.85  C73 1.496, C75 1.525, H81 1.090, H82 1.090
75 C -1.14 6.61 7.51  C74 1.525, C76 1.456, H83 1.090, H84 1.090
76 C -0.52 7.55 6.58  C75 1.456, N77 1.127
77 N -0.07 8.25 5.82  C76 1.127
78 H -3.43 7.94 8.37  C73 1.090
79 H -2.27 9.16 8.26  C73 1.090
80 H -2.75 8.57 9.89  C73 1.090
81 H -1.58 6.48 9.57  C74 1.090
82 H -0.43 7.70 9.07  C74 1.090
83 H -2.10 6.29 7.11  C75 1.090
84 H -0.55 5.70 7.62  C75 1.090
85 C -2.28 -0.55 11.40  C86 1.491, H90 1.090, H91 1.090, H92 1.090
86 C -2.98 0.72 11.77  C85 1.491, C87 1.556, H93 1.090, H94 1.090
87 C -4.05 1.24 10.76  C86 1.556, C88 1.510, H95 1.090, H96 1.090
88 C -3.72 0.89 9.33  C87 1.510, N89 1.166
89 N -3.45 0.58 8.24  C88 1.166
90 H -1.77 -0.48 10.45  C85 1.090
91 H -3.00 -1.37 11.31  C85 1.090
92 H -1.49 -0.86 12.08  C85 1.090
93 H -2.21 1.48 11.70  C86 1.090
94 H -3.36 0.72 12.79  C86 1.090
95 H -4.20 2.29 10.98  C87 1.090
96 H -5.02 0.78 10.95  C87 1.090
97 C -7.69 -2.74 1.11  C98 1.552, H102 1.090, H103 1.090, H104 1.090
98 C -8.36 -3.97 1.78  C97 1.552, C99 1.525, H105 1.090, H106 1.090
99 C -8.23 -5.31 1.07  C98 1.525, C100 1.485, H107 1.090, H108 1.090
100 C -6.93 -5.60 0.42  C99 1.485, N101 1.183
101 N -5.90 -5.80 -0.13  C100 1.183
102 H -6.62 -2.72 1.30  C97 1.090
103 H -8.14 -1.84 1.54  C97 1.090
104 H -7.77 -2.76 0.03  C97 1.090
105 H -9.43 -3.82 1.95  C98 1.090
106 H -7.94 -4.12 2.78  C98 1.090
107 H -8.95 -5.40 0.25  C99 1.090
108 H -8.53 -6.06 1.81  C99 1.090
109 C 2.34 -8.97 1.24  C110 1.569, H114 1.090, H115 1.090, H116 1.090
110 C 0.95 -9.03 0.51  C109 1.569, C111 1.552, H117 1.090, H118 1.090
111 C 0.81 -10.24 -0.45  C110 1.552, C112 1.445, H119 1.090, H120 1.090
112 C 1.00 -11.54 0.15  C111 1.445, N113 1.169
113 N 1.21 -12.59 0.62  C112 1.169
114 H 2.50 -9.93 1.74  C109 1.090
115 H 2.44 -8.14 1.93  C109 1.090
116 H 3.09 -9.00 0.44  C109 1.090
117 H 0.72 -8.15 -0.09  C110 1.090
118 H 0.18 -9.02 1.27  C110 1.090
119 H 1.33 -10.23 -1.41  C111 1.090
120 H -0.24 -10.25 -0.73  C111 1.090
121 N 4.60 -7.41 -4.83  C122 1.394, C125 1.363, H126 1.010
122 C 3.73 -6.40 -4.44  N121 1.394, C123 1.405, H127 1.080
123 C 2.68 -6.32 -5.37  C122 1.405, C124 1.394, H128 1.080
124 C 2.91 -7.31 -6.32  C123 1.394, C125 1.387, H129 1.080
125 C 4.11 -7.92 -6.00  N121 1.363, C124 1.387, H130 1.080
126 H 5.49 -7.70 -4.46  N121 1.010
127 H 3.83 -5.81 -3.54  C122 1.080
128 H 1.80 -5.68 -5.35  C123 1.080
129 H 2.31 -7.50 -7.20  C124 1.080
130 H 4.52 -8.78 -6.52  C125 1.080
131 N 1.37 0.64 -9.86  C132 1.329, C135 1.374, H136 1.010
132 C 2.11 1.56 -10.48  N131 1.329, C133 1.383, H137 1.080
133 C 1.40 2.21 -11.46  C132 1.383, C134 1.409, H138 1.080
134 C 0.10 1.67 -11.44  C133 1.409, C135 1.441, H139 1.080
135 C 0.11 0.65 -10.42  N131 1.374, C134 1.441, H140 1.080
136 H 1.57 0.14 -9.01  N131 1.010
137 H 3.17 1.64 -10.26  C132 1.080
138 H 1.67 2.91 -12.24  C133 1.080
139 H -0.66 1.88 -12.18  C134 1.080
140 H -0.60 -0.03 -9.97  C135 1.080
141 N -0.85 -0.28 0.83  C142 1.365, C145 1.371, H146 1.010
142 C -0.66 -1.04 -0.28  N141 1.365, C143 1.433, H147 1.080
143 C 0.57 -0.61 -0.88  C142 1.433, C144 1.400, H148 1.080
144 C 1.06 0.44 -0.09  C143 1.400, C145 1.395, H149 1.080
145 C 0.12 0.69 0.91  N141 1.371, C144 1.395, H150 1.080
146 H -1.76 -0.28 1.27  N141 1.010
147 H -1.38 -1.81 -0.51  C142 1.080
148 H 1.01 -1.05 -1.76  C143 1.080
149 H 1.94 1.06 -0.18  C144 1.080
150 H 0.06 1.44 1.69  C145 1.080

The value obtained for the HOMO energy is -8.0546 eV. The value obtained for the frontier orbital gap is 8.06 eV.

Below is a cluster of 2 separate species, C44H51N7O6 in total at a distorted geometry, with properties calculated with ωB97M-V/def2-TZVPD.

Last columns: bonded neighbours and bond lengths (Å).
Positions of all 108 atoms, in Å:
1 C -1.43 1.32 -3.67  C2 1.520, H41 1.095, H42 1.099, H43 1.094
2 C -2.22 1.88 -2.50  C1 1.520, C3 1.528, C4 1.533, C5 1.546
3 C -1.40 3.02 -1.89  C2 1.528, H44 1.095, H45 1.095, H46 1.099
4 C -3.54 2.47 -3.02  C2 1.533, H47 1.095, H48 1.097, H49 1.096
5 C -2.56 0.83 -1.41  C2 1.546, C6 1.393, C14 1.423
6 C -3.26 1.28 -0.29  C5 1.393, C7 1.395, H50 1.092
7 C -3.60 0.39 0.73  C6 1.395, C8 1.391, H51 1.090
8 C -3.51 -0.99 0.52  C7 1.391, C9 1.397, H52 1.094
9 C -3.03 -1.48 -0.70  C8 1.397, C10 1.549, C14 1.439
10 C -3.44 -2.90 -1.17  C9 1.549, C11 1.525, C12 1.530, C13 1.536
11 C -2.36 -3.94 -0.87  C10 1.525, H53 1.097, H54 1.100, H55 1.092
12 C -3.80 -2.90 -2.65  C10 1.530, H56 1.097, H57 1.091, H58 1.098
13 C -4.69 -3.36 -0.41  C10 1.536, H59 1.096, H60 1.097, H61 1.095
14 C -2.22 -0.55 -1.45  C5 1.423, C9 1.439, N15 1.423
15 N -0.89 -0.90 -1.80  C14 1.423, C16 1.404, C40 1.393
16 C 0.22 -0.43 -1.08  N15 1.404, C17 1.390, N24 1.386
17 C 0.16 0.49 -0.04  C16 1.390, C18 1.456, H62 1.069
18 C 1.36 1.09 0.53  C17 1.456, C19 1.411, C23 1.415
19 C 2.34 1.68 -0.31  C18 1.411, C20 1.392, H63 1.095
20 C 3.58 2.03 0.21  C19 1.392, C21 1.401, H64 1.092
21 C 3.82 1.95 1.59  C20 1.401, C22 1.399, H65 1.091
22 C 2.80 1.53 2.45  C21 1.399, C23 1.391, H66 1.092
23 C 1.58 1.10 1.93  C18 1.415, C22 1.391, H67 1.092
24 N 1.25 -1.32 -1.35  C16 1.386, C25 1.434, C39 1.396
25 C 2.52 -1.41 -0.70  N24 1.434, C26 1.423, C34 1.413
26 C 2.60 -1.79 0.67  C25 1.423, C27 1.568, C31 1.400
27 C 1.54 -2.64 1.44  C26 1.568, C28 1.533, C29 1.533, C30 1.519
28 C 1.82 -2.62 2.95  C27 1.533, H68 1.098, H69 1.098, H70 1.096
29 C 1.67 -4.08 0.94  C27 1.533, H71 1.097, H72 1.098, H73 1.098
30 C 0.09 -2.21 1.29  C27 1.519, H74 1.092, H75 1.103, H76 1.096
31 C 3.83 -1.59 1.32  C26 1.400, C32 1.388, H77 1.091
32 C 5.00 -1.44 0.59  C31 1.388, C33 1.385, H78 1.091
33 C 4.93 -1.42 -0.79  C32 1.385, C34 1.402, H79 1.091
34 C 3.70 -1.22 -1.45  C25 1.413, C33 1.402, C35 1.560
35 C 3.85 -0.84 -2.96  C34 1.560, C36 1.541, C37 1.523, C38 1.532
36 C 5.01 0.15 -3.12  C35 1.541, H80 1.095, H81 1.098, H82 1.097
37 C 2.66 -0.17 -3.63  C35 1.523, H83 1.092, H84 1.096, H85 1.101
38 C 4.19 -2.12 -3.73  C35 1.532, H86 1.097, H87 1.098, H88 1.096
39 C 0.80 -2.26 -2.27  N24 1.396, C40 1.343, H89 1.081
40 C -0.49 -2.00 -2.55  N15 1.393, C39 1.343, H90 1.077
41 H -1.98 0.52 -4.17  C1 1.095
42 H -1.26 2.13 -4.39  C1 1.099
43 H -0.46 0.95 -3.34  C1 1.094
44 H -1.98 3.60 -1.16  C3 1.095
45 H -0.51 2.63 -1.39  C3 1.095
46 H -1.08 3.71 -2.68  C3 1.099
47 H -4.11 2.95 -2.22  C4 1.095
48 H -3.33 3.22 -3.79  C4 1.097
49 H -4.16 1.68 -3.46  C4 1.096
50 H -3.51 2.33 -0.20  C6 1.092
51 H -4.00 0.76 1.67  C7 1.090
52 H -3.86 -1.66 1.30  C8 1.094
53 H -2.11 -3.94 0.20  C11 1.097
54 H -2.75 -4.93 -1.13  C11 1.100
55 H -1.45 -3.77 -1.45  C11 1.092
56 H -4.69 -2.27 -2.81  C12 1.097
57 H -3.00 -2.51 -3.29  C12 1.091
58 H -4.03 -3.92 -2.97  C12 1.098
59 H -5.51 -2.65 -0.53  C13 1.096
60 H -5.02 -4.33 -0.82  C13 1.097
61 H -4.50 -3.50 0.65  C13 1.095
62 H -0.83 0.76 0.27  C17 1.069
63 H 2.07 1.84 -1.36  C19 1.095
64 H 4.36 2.39 -0.47  C20 1.092
65 H 4.80 2.21 1.99  C21 1.091
66 H 2.94 1.52 3.53  C22 1.092
67 H 0.78 0.72 2.57  C23 1.092
68 H 1.83 -1.59 3.33  C28 1.098
69 H 1.03 -3.17 3.48  C28 1.098
70 H 2.77 -3.11 3.19  C28 1.096
71 H 1.46 -4.14 -0.14  C29 1.097
72 H 2.69 -4.45 1.10  C29 1.098
73 H 0.97 -4.74 1.47  C29 1.098
74 H -0.28 -2.33 0.27  C30 1.092
75 H -0.55 -2.84 1.93  C30 1.103
76 H -0.06 -1.17 1.61  C30 1.096
77 H 3.90 -1.60 2.41  C31 1.091
78 H 5.96 -1.38 1.10  C32 1.091
79 H 5.85 -1.49 -1.37  C33 1.091
80 H 5.98 -0.31 -2.91  C36 1.095
81 H 5.05 0.52 -4.16  C36 1.098
82 H 4.88 1.02 -2.46  C36 1.097
83 H 1.84 -0.86 -3.84  C37 1.092
84 H 2.30 0.70 -3.06  C37 1.096
85 H 3.00 0.21 -4.61  C37 1.101
86 H 3.40 -2.87 -3.61  C38 1.097
87 H 4.30 -1.90 -4.80  C38 1.098
88 H 5.13 -2.55 -3.36  C38 1.096
89 H 1.46 -3.02 -2.67  C39 1.081
90 H -1.14 -2.49 -3.26  C40 1.077
91 O -1.33 7.31 5.70  N92 1.217
92 N -1.17 6.43 4.88  O91 1.217, C93 1.386, O96 1.415
93 C -1.47 5.08 4.79  N92 1.386, C94 1.401, C107 1.425
94 C -1.00 4.63 3.55  C93 1.401, N95 1.368, C97 1.451
95 N -0.40 5.64 2.84  C94 1.368, O96 1.369
96 O -0.50 6.73 3.67  N92 1.415, N95 1.369
97 C -1.22 3.25 3.16  C94 1.451, N98 1.417, C101 1.404
98 N -1.05 2.74 1.85  C97 1.417, O99 1.236, O100 1.273
99 O -0.60 3.37 0.89  N98 1.236
100 O -1.41 1.51 1.79  N98 1.273
101 C -1.79 2.32 4.05  C97 1.404, C102 1.419, H108 1.084
102 C -2.27 2.84 5.28  C101 1.419, N103 1.402, C107 1.416
103 N -3.15 2.28 6.21  C102 1.402, O104 1.219, O105 1.406
104 O -3.64 1.16 6.32  N103 1.219
105 O -3.48 3.29 7.12  N103 1.406, N106 1.378
106 N -2.85 4.48 6.81  O105 1.378, C107 1.371
107 C -2.13 4.19 5.68  C93 1.425, C102 1.416, N106 1.371
108 H -1.98 1.28 3.82  C101 1.084

The value obtained for the HOMO energy is -6.1128 eV. The value obtained for the frontier orbital gap is 3.69 eV.

Below is a cluster of 2 separate species, C5H13ClNOPS in total at a distorted geometry, with properties calculated with ωB97M-V/def2-TZVPD.

Last columns: bonded neighbours and bond lengths (Å).
Positions of all 23 atoms, in Å:
1 C 1.05 -0.85 -2.53  C4 1.497, H11 1.129, H12 1.138, H13 1.139
2 C -2.30 0.35 -0.91  C5 1.572, H14 1.147, H15 1.103, H16 1.007
3 C 1.04 -0.81 3.40  N6 1.433, H17 1.074, H18 1.059, H19 1.113
4 C -0.22 -0.10 -2.30  C1 1.497, C5 1.494, H20 1.079, H21 1.101
5 C -0.82 -0.18 -0.93  C2 1.572, C4 1.494, S9 1.817, H22 1.056
6 N 2.28 -0.79 2.68  C3 1.433, P8 1.682, H23 0.996
7 O 1.64 1.10 1.26  P8 1.481
8 P 2.48 -0.12 1.15  N6 1.682, O7 1.481, Cl10 2.114
9 S -0.63 -1.80 -0.12  C5 1.817
10 Cl 4.41 0.73 1.27  P8 2.114
11 H 1.78 -0.71 -1.68  C1 1.129
12 H 0.90 -1.98 -2.60  C1 1.138
13 H 1.46 -0.55 -3.55  C1 1.139
14 H -2.75 0.18 -1.95  C2 1.147
15 H -2.39 1.44 -0.83  C2 1.103
16 H -2.80 -0.13 -0.18  C2 1.007
17 H 0.81 -1.80 3.74  C3 1.074
18 H 1.16 -0.25 4.28  C3 1.059
19 H 0.20 -0.29 2.89  C3 1.113
20 H -1.05 -0.28 -2.96  C4 1.079
21 H 0.03 0.93 -2.59  C4 1.101
22 H -0.18 0.40 -0.32  C5 1.056
23 H 2.97 -1.36 3.12  N6 0.996

The value obtained for the HOMO energy (alpha / beta) is -9.3004 / -8.8810 eV. The value obtained for the frontier orbital gap (alpha / beta) is 6.71 / 6.91 eV.